*A*
Entry from the Open Molecules 2025 dataset: a cluster of 2 separate species, C2H3BrClNO2 in total (ωB97M-V/def2-TZVPD).

**Orbital gap (alpha / beta)**: 0.338 / 0.191 hartree
**Net charge**: 0
**LUMO energy (alpha / beta)**: -1.814 / -3.930 eV
**E_HOMO (alpha / beta)**: -0.405 / -0.335 hartree

Each line ends with the Mulliken charge.
CARTESIAN COORDINATES (ANGSTROEM)
C: -0.721 0.018 -0.480  -0.73
C: 0.770 -0.278 -0.571  0.29
N: 1.582 0.233 0.440  0.83
O: 2.612 -0.391 0.672  -0.54
O: 1.081 1.134 1.138  -0.57
Cl: 1.483 -1.075 -1.774  -0.11
Br: -3.662 -0.215 1.799  0.03
H: -1.074 0.154 0.707  0.05
H: -1.297 -0.655 -1.022  0.47
H: -0.775 1.074 -0.908  0.27

=====

*B*
Entry from the Open Molecules 2025 dataset: the molecule C2H3BrClNO2 (ωB97M-V/def2-TZVPD).

**SMILES string**: C[C@](Cl)(Br)[N+](=O)[O-]
**Orbital gap**: 0.338 hartree
**Net charge**: 0
**LUMO energy**: -1.386 eV
**E_HOMO**: -0.389 hartree

Each line ends with the Mulliken charge.
CARTESIAN COORDINATES (ANGSTROEM)
C: 1.045 -0.589 0.231  -0.96
C: -0.308 -0.053 0.288  0.25
N: -0.653 0.993 -0.796  0.92
O: 0.268 1.447 -1.401  -0.55
O: -1.776 1.353 -0.836  -0.48
Cl: -0.845 0.562 1.806  -0.08
Br: -1.863 -1.678 -0.153  -0.15
H: 1.101 -1.334 0.982  0.40
H: 1.692 0.268 0.646  0.31
H: 1.339 -0.969 -0.768  0.33

=====

*B* comes first in stability; the runner-up is 2.238 eV higher.